# 1
{"formula": "C6H17N2", "method": "wB97M-V/def2-TZVPD", "homo_energy_ev": -12.80, "multiplicity": 1, "charge": 1, "smiles": "CC(C)N(C)CC[NH3+]", "symbols": ["C", "C", "C", "N", "C", "C", "C", "N", "H", "H", "H", "H", "H", "H", "H", "H", "H", "H", "H", "H", "H", "H", "H", "H", "H"], "positions_angstrom": [[1.2480, -0.1509, 2.1606], [1.0841, 0.6543, 0.8779], [0.7450, 2.1389, 0.9029], [0.2827, 0.0041, -0.2347], [1.0640, -0.9328, -1.0304], [-0.9585, -0.5535, 0.2769], [-2.0897, -0.3345, -0.7463], [-1.6147, -0.6403, -2.1279], [1.8757, -1.0050, 2.0147], [1.7624, 0.5321, 2.8304], [0.3319, -0.4515, 2.6353], [2.0621, 0.6275, 0.4469], [1.4246, 2.6796, 1.5343], [-0.2273, 2.3438, 1.3270], [0.8857, 2.5601, -0.0844], [0.4854, -1.8272, -1.3290], [1.3745, -0.4719, -1.9610], [1.9736, -1.3024, -0.5674], [-1.2998, 0.0589, 1.0849], [-0.8650, -1.5724, 0.6755], [-3.0385, -0.8371, -0.5293], [-2.1989, 0.7433, -0.7476], [-1.2299, -1.5784, -2.2380], [-2.3086, -0.6181, -2.8796], [-0.7688, -0.0665, -2.2917]], "atomic_forces_ev_per_a": [[-0.4, 1.3, -0.1], [0.2, -0.2, -1.8], [0.0, -0.4, 0.7], [-0.3, -0.2, 1.0], [-0.2, -0.6, -0.4], [-0.2, -0.2, -0.6], [0.3, 0.2, 0.5], [0.7, -0.9, -0.7], [0.3, -0.6, -0.2], [0.1, -0.1, 0.4], [-0.5, -0.1, 0.2], [0.9, 0.2, -0.3], [0.5, 0.1, 0.5], [-0.6, 0.1, -0.2], [-0.4, 0.0, -0.2], [0.2, 0.2, 0.4], [0.3, 0.2, -0.3], [0.1, -0.1, 0.4], [0.0, 0.3, 0.8], [-0.1, -0.1, -0.3], [0.3, 0.0, -0.1], [-0.5, 0.1, -0.1], [-0.1, -0.4, 0.5], [0.0, 0.8, 0.2], [-0.6, 0.3, -0.2]], "nbo_charge": [-0.64, -0.03, -0.61, -0.49, -0.43, -0.24, -0.23, -0.68, 0.22, 0.24, 0.21, 0.19, 0.23, 0.20, 0.22, 0.17, 0.20, 0.23, 0.23, 0.20, 0.24, 0.23, 0.43, 0.45, 0.47]}

# 2
{"formula": "C6H17N2", "method": "wB97M-V/def2-TZVPD", "homo_energy_ev": -12.77, "multiplicity": 1, "charge": 1, "symbols": ["N", "C", "C", "N", "C", "C", "C", "C", "H", "H", "H", "H", "H", "H", "H", "H", "H", "H", "H", "H", "H", "H", "H", "H", "H"], "positions_angstrom": [[1.8947, 1.6496, 0.3571], [2.4658, 0.4097, -0.1633], [3.0267, -0.4473, 0.9432], [-0.7349, -0.0099, 0.0176], [-1.8641, 0.1814, 0.8233], [-2.4932, 1.5816, 0.5288], [-1.0085, -0.6301, -1.1797], [-1.0396, -2.2112, -1.0459], [3.7023, 0.1196, 1.5777], [0.9124, 1.5105, 0.5118], [1.8713, 2.3766, -0.3549], [1.7021, -0.0838, -0.7789], [3.2245, 0.6964, -0.8759], [2.2108, -0.7807, 1.5985], [3.5129, -1.3364, 0.5563], [-2.5727, -0.6460, 0.7586], [-1.5130, 0.2355, 1.8638], [-3.2983, 1.7608, 1.2378], [-2.8515, 1.6240, -0.4980], [-1.7258, 2.3367, 0.6675], [-1.9823, -0.3728, -1.5525], [-0.2564, -0.3372, -1.9137], [-0.1738, -2.5612, -0.4925], [-1.9574, -2.4818, -0.5283], [-1.0519, -2.5839, -2.0584]], "atomic_forces_ev_per_a": [[-0.4, 0.4, -0.6], [0.0, 0.7, -0.3], [-0.7, -0.3, 0.3], [-0.8, -0.1, 0.1], [0.6, -0.6, 1.6], [0.3, 0.3, -0.5], [0.6, 0.6, -0.9], [0.1, 0.1, 0.7], [0.2, 0.1, -0.2], [-0.5, -0.2, 0.7], [0.6, 0.0, 0.1], [0.1, -0.6, 0.1], [0.5, 0.0, -0.1], [0.1, 0.0, -0.1], [0.2, -0.1, -0.1], [-0.4, 0.2, -0.5], [0.0, 0.1, -0.1], [0.0, -0.2, 0.0], [-0.1, 0.0, 0.1], [0.0, 0.1, 0.0], [-0.9, 0.1, -0.1], [0.4, -0.3, 0.1], [0.1, -0.1, -0.1], [0.1, -0.1, 0.0], [0.1, -0.1, -0.2]], "nbo_charge": [-0.76, -0.22, -0.62, 0.14, -0.33, -0.55, -0.34, -0.52, 0.23, 0.34, 0.36, 0.15, 0.20, 0.19, 0.22, 0.24, 0.27, 0.27, 0.23, 0.24, 0.24, 0.26, 0.25, 0.23, 0.26]}

# 3
{"formula": "C6H17N2", "method": "wB97M-V/def2-TZVPD", "homo_energy_ev": -12.17, "multiplicity": 1, "charge": 1, "smiles": "CNC[C@@H]([NH3+])C(C)C", "symbols": ["C", "N", "C", "C", "N", "C", "C", "C", "H", "H", "H", "H", "H", "H", "H", "H", "H", "H", "H", "H", "H", "H", "H", "H", "H"], "positions_angstrom": [[0.7134, 1.3722, 2.0337], [1.3082, 0.1877, 1.5091], [0.3258, -0.7839, 1.2060], [0.3354, -0.9482, -0.3838], [-0.2910, -2.3440, -0.7321], [-0.4851, 0.0729, -1.1946], [-1.4554, 0.8727, -0.4014], [0.4476, 1.1612, -1.8475], [-0.4134, 1.3743, 1.8260], [0.8382, 1.3602, 3.0772], [1.1064, 2.2823, 1.6940], [2.2167, -0.0406, 1.5840], [-0.6746, -0.5087, 1.6284], [0.6538, -1.7971, 1.7027], [1.4479, -0.8975, -0.6542], [-1.3451, -2.3316, -0.6954], [0.0683, -3.1536, -0.2180], [-0.2613, -2.5365, -1.8134], [-1.0904, -0.5684, -1.9771], [-1.1056, 1.4056, 0.5860], [-2.2701, 0.1118, 0.0877], [-2.1279, 1.5507, -0.9505], [1.0574, 0.5707, -2.5343], [1.0200, 1.6716, -1.0646], [-0.0190, 1.9162, -2.4680]], "atomic_forces_ev_per_a": [[-1.4, -0.2, 0.6], [-4.8, 1.2, -1.3], [1.0, -2.7, -0.3], [0.2, -0.4, 1.1], [-1.1, 0.0, -3.1], [0.0, 1.0, -1.5], [-3.9, -1.2, 4.0], [0.2, -1.9, -0.4], [2.2, 0.1, 0.9], [-0.1, 0.4, 1.7], [0.7, 1.3, -0.9], [3.4, -0.8, 0.6], [1.0, -0.4, -0.6], [-0.9, 1.3, -1.0], [-1.7, -0.7, 0.0], [1.1, 0.2, 1.0], [0.0, 0.2, -0.1], [0.8, 0.3, 2.4], [1.2, 1.6, 0.9], [-0.4, -0.9, -3.0], [1.5, 1.5, -1.0], [0.8, -0.2, -0.2], [0.7, 0.5, 0.1], [0.1, -0.3, -0.2], [-0.6, -0.1, 0.2]], "nbo_charge": [-0.39, -0.66, -0.23, -0.04, -0.72, -0.25, -0.62, -0.61, 0.18, 0.19, 0.20, 0.39, 0.23, 0.19, 0.25, 0.44, 0.45, 0.45, 0.19, 0.23, 0.18, 0.25, 0.21, 0.23, 0.24]}

Let's list E in order: -9470.6942 -9467.1713 -9469.0831 eV.
Let's list LUMO level in order: -3.39 -8.09 -3.58 eV.
Let's list energy above the lowest of the compared OMol25 structures with the same formula, charge and spin in order: 129.3 469.2 284.8 kJ/mol.